Density functional theory data (the ωB97M-V functional and the def2-TZVPD basis) for a cluster of 2 separate species, C4H11NO3 in total at a distorted geometry.

Bonds (Å) are listed after each position.
Element x y z (Å)
1 C -0.14 0.67 1.38  N2 1.502, H8 1.088, H9 1.094, H10 1.114
2 N -0.13 -0.64 0.66  C1 1.502, C3 1.435, C4 1.525
3 C -0.29 -1.84 1.44  N2 1.435, H11 1.090, H12 1.099, H13 1.095
4 C 1.07 -0.61 -0.28  N2 1.525, C5 1.515, H14 1.090, H15 1.098
5 C 0.71 0.25 -1.47  C4 1.515, O6 1.341, O7 1.200
6 O 0.98 1.56 -1.30  C5 1.341, H16 0.962
7 O 0.44 -0.14 -2.57  C5 1.200
8 H 0.91 0.89 1.54  C1 1.088
9 H -0.81 0.75 2.24  C1 1.094
10 H -0.49 1.53 0.76  C1 1.114
11 H -0.90 -1.61 2.32  C3 1.090
12 H -0.86 -2.64 0.97  C3 1.099
13 H 0.69 -2.14 1.83  C3 1.095
14 H 1.22 -1.66 -0.55  C4 1.090
15 H 1.97 -0.38 0.29  C4 1.098
16 H 0.96 2.05 -2.13  O6 0.962
17 H -1.91 1.02 -2.41  O19 0.968
18 H -1.47 1.27 -0.99  O19 0.946
19 O -1.95 1.67 -1.70  H17 0.968, H18 0.946

Properties
- Max |F|: 0.0717 hartree/bohr
- Total charge: +1
- Lowest unoccupied orbital energy (alpha / beta): -3.579 / -8.303 eV
- E_tot: -439.13508 Eh
- Spin multiplicity: 2
- HOMO-LUMO gap (alpha / beta): 11.342 / 6.615 eV
- Relative energy (zero: lowest compared OMol25 entry of this formula, charge and spin): 36.1 kcal/mol

---

Density functional theory data (the ωB97M-V functional and the def2-TZVPD basis) for a cluster of 11 separate species, C31H86N2O13 in total at a distorted geometry.

Bonds (Å) are listed after each position.
Element x y z (Å)
1 C 4.37 7.78 -5.42  O2 1.350, H10 1.090, H11 1.090, H12 1.090
2 O 5.71 7.98 -5.36  C1 1.350, C3 1.467
3 C 6.12 9.39 -5.40  O2 1.467, C4 1.568, H13 1.090, H14 1.090
4 C 7.67 9.36 -5.20  C3 1.568, N5 1.456, H15 1.090, H16 1.090
5 N 8.37 9.47 -6.47  C4 1.456, C6 1.449, H17 1.010
6 C 8.35 8.12 -6.99  N5 1.449, C7 1.579, H18 1.090, H19 1.090
7 C 9.26 7.93 -8.27  C6 1.579, O8 1.422, H20 1.090, H21 1.090
8 O 10.54 8.37 -7.85  C7 1.422, C9 1.396
9 C 11.42 8.56 -8.93  O8 1.396, H22 1.090, H23 1.090, H24 1.090
10 H 4.25 6.83 -4.92  C1 1.090
11 H 4.07 7.76 -6.47  C1 1.090
12 H 3.80 8.48 -4.81  C1 1.090
13 H 5.66 9.97 -4.60  C3 1.090
14 H 5.80 9.84 -6.34  C3 1.090
15 H 8.15 8.69 -4.49  C4 1.090
16 H 7.93 10.34 -4.79  C4 1.090
17 H 9.36 9.67 -6.42  N5 1.010
18 H 7.34 7.95 -7.35  C6 1.090
19 H 8.63 7.33 -6.29  C6 1.090
20 H 8.99 8.62 -9.07  C7 1.090
21 H 9.25 6.90 -8.63  C7 1.090
22 H 11.05 9.48 -9.38  C9 1.090
23 H 11.38 7.72 -9.63  C9 1.090
24 H 12.41 8.75 -8.53  C9 1.090
25 C -7.21 -7.39 2.77  O26 1.396, H34 1.090, H35 1.090, H36 1.090
26 O -6.95 -8.26 3.83  C25 1.396, C27 1.506
27 C -5.55 -8.81 4.00  O26 1.506, C28 1.550, H37 1.090, H38 1.090
28 C -4.36 -7.83 4.14  C27 1.550, N29 1.451, H39 1.090, H40 1.090
29 N -4.71 -6.91 5.20  C28 1.451, C30 1.464, H41 1.010
30 C -3.99 -5.63 5.19  N29 1.464, C31 1.533, H42 1.090, H43 1.090
31 C -4.47 -4.86 6.43  C30 1.533, O32 1.456, H44 1.090, H45 1.090
32 O -5.78 -4.28 6.17  C31 1.456, C33 1.461
33 C -5.82 -3.26 5.12  O32 1.461, H46 1.090, H47 1.090, H48 1.090
34 H -8.28 -7.28 2.61  C25 1.090
35 H -6.66 -7.72 1.89  C25 1.090
36 H -6.81 -6.39 2.95  C25 1.090
37 H -5.30 -9.48 3.17  C27 1.090
38 H -5.58 -9.52 4.82  C27 1.090
39 H -4.08 -7.31 3.22  C28 1.090
40 H -3.44 -8.36 4.36  C28 1.090
41 H -5.70 -6.76 5.35  N29 1.010
42 H -4.08 -5.00 4.31  C30 1.090
43 H -2.93 -5.76 5.43  C30 1.090
44 H -3.81 -4.01 6.56  C31 1.090
45 H -4.48 -5.42 7.37  C31 1.090
46 H -6.88 -3.12 4.91  C33 1.090
47 H -5.35 -3.49 4.16  C33 1.090
48 H -5.35 -2.37 5.52  C33 1.090
49 C -6.91 -5.17 -4.12  C50 1.534, H53 1.090, H54 1.090, H55 1.090
50 C -5.61 -4.89 -3.35  C49 1.534, C51 1.473, O52 1.411, H56 1.090
51 C -4.56 -5.89 -3.58  C50 1.473, H57 1.090, H58 1.090, H59 1.090
52 O -5.17 -3.65 -3.87  C50 1.411, H60 0.960
53 H -6.60 -5.70 -5.02  C49 1.090
54 H -7.56 -4.33 -4.37  C49 1.090
55 H -7.54 -5.85 -3.56  C49 1.090
56 H -5.83 -4.75 -2.29  C50 1.090
57 H -3.67 -5.63 -3.01  C51 1.090
58 H -4.23 -6.02 -4.61  C51 1.090
59 H -4.98 -6.85 -3.26  C51 1.090
60 H -4.55 -3.21 -3.29  O52 0.960
61 C -8.47 0.83 -0.71  C62 1.466, H65 1.090, H66 1.090, H67 1.090
62 C -8.80 2.22 -0.41  C61 1.466, C63 1.519, O64 1.425, H68 1.090
63 C -10.27 2.58 -0.23  C62 1.519, H69 1.090, H70 1.090, H71 1.090
64 O -8.12 2.50 0.81  C62 1.425, H72 0.960
65 H -9.08 0.40 -1.50  C61 1.090
66 H -8.34 0.16 0.14  C61 1.090
67 H -7.44 0.83 -1.07  C61 1.090
68 H -8.43 2.82 -1.24  C62 1.090
69 H -10.69 2.37 0.75  C63 1.090
70 H -10.91 2.17 -1.01  C63 1.090
71 H -10.39 3.67 -0.25  C63 1.090
72 H -8.73 2.59 1.56  O64 0.960
73 C 4.98 0.51 -5.65  C74 1.541, H77 1.090, H78 1.090, H79 1.090
74 C 5.97 0.79 -4.51  C73 1.541, C75 1.495, O76 1.399, H80 1.090
75 C 7.25 0.01 -4.52  C74 1.495, H81 1.090, H82 1.090, H83 1.090
76 O 6.42 2.12 -4.52  C74 1.399, H84 0.960
77 H 4.32 -0.35 -5.52  C73 1.090
78 H 5.56 0.39 -6.56  C73 1.090
79 H 4.46 1.42 -5.94  C73 1.090
80 H 5.55 0.71 -3.51  C74 1.090
81 H 7.91 0.12 -5.38  C75 1.090
82 H 7.16 -1.08 -4.49  C75 1.090
83 H 7.92 0.20 -3.68  C75 1.090
84 H 5.69 2.72 -4.70  O76 0.960
85 C 0.68 -1.65 0.36  C86 1.580, H89 1.090, H90 1.090, H91 1.090
86 C -0.12 -0.40 0.89  C85 1.580, C87 1.494, O88 1.404, H92 1.090
87 C 0.77 0.81 0.92  C86 1.494, H93 1.090, H94 1.090, H95 1.090
88 O -1.34 -0.26 0.21  C86 1.404, H96 0.960
89 H 1.51 -1.30 -0.26  C85 1.090
90 H 0.05 -2.35 -0.20  C85 1.090
91 H 1.10 -2.28 1.15  C85 1.090
92 H -0.42 -0.63 1.91  C86 1.090
93 H 0.48 1.61 1.59  C87 1.090
94 H 1.00 1.22 -0.07  C87 1.090
95 H 1.72 0.58 1.38  C87 1.090
96 H -1.85 0.52 0.46  O88 0.960
97 C 1.22 -0.03 9.38  C98 1.545, H101 1.090, H102 1.090, H103 1.090
98 C 1.42 0.33 7.89  C97 1.545, C99 1.552, O100 1.401, H104 1.090
99 C 2.05 -0.87 7.13  C98 1.552, H105 1.090, H106 1.090, H107 1.090
100 O 0.12 0.40 7.36  C98 1.401, H108 0.960
101 H 2.18 -0.03 9.89  C97 1.090
102 H 0.67 -0.96 9.49  C97 1.090
103 H 0.67 0.72 9.95  C97 1.090
104 H 1.96 1.26 7.78  C98 1.090
105 H 1.48 -1.79 7.25  C99 1.090
106 H 3.09 -1.11 7.35  C99 1.090
107 H 2.25 -0.64 6.08  C99 1.090
108 H -0.30 1.06 7.92  O100 0.960
109 C -3.58 5.98 -1.30  O110 1.416, H111 1.090, H112 1.090, H113 1.090
110 O -3.81 5.60 0.05  C109 1.416, H114 0.960
111 H -4.20 6.75 -1.75  C109 1.090
112 H -2.54 5.93 -1.64  C109 1.090
113 H -3.96 5.06 -1.75  C109 1.090
114 H -4.70 5.26 0.14  O110 0.960
115 C 7.04 -5.21 3.11  O116 1.427, H117 1.090, H118 1.090, H119 1.090
116 O 6.62 -6.35 3.87  C115 1.427, H120 0.960
117 H 6.13 -4.75 2.72  C115 1.090
118 H 7.53 -4.43 3.69  C115 1.090
119 H 7.58 -5.46 2.20  C115 1.090
120 H 7.31 -6.99 4.09  O116 0.960
121 C -1.94 5.65 6.49  O122 1.393, H123 1.090, H124 1.090, H125 1.090
122 O -1.55 5.47 7.82  C121 1.393, H126 0.960
123 H -2.37 6.65 6.55  C121 1.090
124 H -1.09 5.55 5.81  C121 1.090
125 H -2.82 5.08 6.19  C121 1.090
126 H -0.61 5.59 7.99  O122 0.960
127 C 2.30 -8.90 -0.32  O128 1.421, H129 1.090, H130 1.090, H131 1.090
128 O 1.04 -9.14 0.29  C127 1.421, H132 0.960
129 H 2.38 -9.31 -1.33  C127 1.090
130 H 2.42 -7.84 -0.55  C127 1.090
131 H 3.13 -9.16 0.34  C127 1.090
132 H 0.71 -10.01 0.04  O128 0.960

Properties
- Max |F|: 0.0682 hartree/bohr
- Lowest unoccupied orbital energy: 0.232 eV
- Structure (SMILES): COCCNCCOC.COCCNCCOC.CC(C)O.CC(C)O.CC(C)O.CC(C)O.CC(C)O.CO.CO.CO.CO
- E_tot: -2319.95988 Eh
- HOMO-LUMO gap: 8.743 eV
- Relative energy (zero: lowest compared OMol25 entry of this formula, charge and spin): 150.0 kcal/mol

---

Density functional theory data (the ωB97M-V functional and the def2-TZVPD basis) for a cluster of 9 separate species, C6H30N12O9 in total at a distorted geometry.

Bonds (Å) are listed after each position.
Element x y z (Å)
1 N 0.12 0.88 3.31  C2 1.374, H5 1.002, H6 1.001
2 C 0.58 1.87 2.47  N1 1.374, N3 1.327, O4 1.232
3 N 1.61 2.53 2.98  C2 1.327, H7 1.001, H8 1.007
4 O 0.06 2.09 1.37  C2 1.232
5 H -0.75 0.45 3.09  N1 1.002
6 H 0.62 0.70 4.16  N1 1.001
7 H 2.07 2.18 3.80  N3 1.001
8 H 1.79 3.43 2.57  N3 1.007
9 N -1.78 -3.79 1.75  C10 1.351, H13 1.002, H14 1.004
10 C -1.61 -2.45 1.84  N9 1.351, N11 1.336, O12 1.245
11 N -2.13 -1.85 2.91  C10 1.336, H15 1.005, H16 1.007
12 O -1.00 -1.83 0.96  C10 1.245
13 H -2.06 -4.25 2.60  N9 1.002
14 H -1.44 -4.13 0.87  N9 1.004
15 H -2.65 -2.39 3.58  N11 1.005
16 H -2.31 -0.86 2.88  N11 1.007
17 N -2.98 1.20 -2.87  C18 1.345, H21 1.006, H22 1.001
18 C -1.84 1.92 -2.86  N17 1.345, N19 1.367, O20 1.231
19 N -2.01 3.19 -3.34  C18 1.367, H23 1.002, H24 1.008
20 O -0.73 1.46 -2.59  C18 1.231
21 H -2.82 0.21 -2.81  N17 1.006
22 H -3.78 1.69 -3.23  N17 1.001
23 H -2.92 3.59 -3.45  N19 1.002
24 H -1.21 3.77 -3.17  N19 1.008
25 N 1.92 -1.70 2.05  C26 1.356, H29 1.013, H30 1.006
26 C 2.25 -2.37 3.19  N25 1.356, N27 1.349, O28 1.238
27 N 3.49 -2.18 3.66  C26 1.349, H31 1.004, H32 1.004
28 O 1.52 -3.24 3.67  C26 1.238
29 H 0.91 -1.72 1.94  N25 1.013
30 H 2.51 -0.93 1.78  N25 1.006
31 H 4.05 -1.42 3.32  N27 1.004
32 H 3.74 -2.73 4.46  N27 1.004
33 N 2.01 2.53 -0.88  C34 1.354, H37 1.005, H38 1.004
34 C 3.00 3.19 -1.52  N33 1.354, N35 1.363, O36 1.228
35 N 2.90 3.10 -2.88  C34 1.363, H39 1.004, H40 1.006
36 O 3.74 3.96 -0.92  C34 1.228
37 H 1.73 2.90 0.01  N33 1.005
38 H 1.35 1.93 -1.34  N33 1.004
39 H 2.55 2.26 -3.30  N35 1.004
40 H 3.51 3.73 -3.38  N35 1.006
41 N -3.19 -1.99 -3.82  C42 1.351, H45 1.004, H46 1.004
42 C -2.94 -2.34 -2.54  N41 1.351, N43 1.361, O44 1.221
43 N -1.61 -2.29 -2.27  C42 1.361, H47 1.002, H48 1.005
44 O -3.79 -2.80 -1.80  C42 1.221
45 H -2.41 -1.79 -4.43  N41 1.004
46 H -4.09 -2.08 -4.26  N41 1.004
47 H -0.95 -1.89 -2.92  N43 1.002
48 H -1.30 -2.71 -1.41  N43 1.005
49 O -2.35 0.89 0.83  H50 0.964, H51 0.975
50 H -2.06 0.07 0.42  O49 0.964
51 H -1.53 1.34 1.09  O49 0.975
52 O 0.80 -0.32 -0.40  H53 0.965, H54 0.967
53 H 0.24 0.37 -0.76  O52 0.965
54 H 0.21 -0.85 0.15  O52 0.967
55 O 3.92 -0.33 -1.30  H56 0.966, H57 0.961
56 H 3.02 -0.14 -1.03  O55 0.966
57 H 3.96 -0.06 -2.22  O55 0.961

Properties
- Max |F|: 0.0434 hartree/bohr
- Lowest unoccupied orbital energy: 0.398 eV
- Structure (SMILES): NC(N)=O.NC(N)=O.NC(N)=O.NC(N)=O.NC(N)=O.NC(N)=O.O.O.O
- E_tot: -1581.09667 Eh
- HOMO-LUMO gap: 9.636 eV
- Relative energy (zero: lowest compared OMol25 entry of this formula, charge and spin): 15.9 kcal/mol

---

> relative energy (zero: lowest compared OMol25 entry of this formula, charge and spin) of number 1 (C4H11NO3)?

36.1 kcal/mol